No. 1
C4H7N3O as an isolated structure in a non-equilibrium geometry, computed with ωB97M-V with the def2-TZVPD basis set.

The electronic energy comes out at -395.8147 Ha. Its multiplicity is 1. The calculation puts the energy above the lowest of the compared OMol25 structures with the same formula, charge and spin at 876.1 kJ/mol. As for the HOMO energy: -0.321 Eh.

Cartesian coordinates (Å):
O  1.4968  -1.1210  -0.6515
N  0.3768  1.8308  0.0017
N  -0.9723  1.4904  -0.1867
N  1.1479  -0.3411  0.4995
C  -1.0077  0.0925  -0.3824
C  -1.4712  -1.2623  0.0994
C  -0.2032  -0.4524  0.6812
C  1.2629  1.0219  0.2262
H  -0.3188  -0.0945  -1.2015
H  2.7477  -1.1650  -0.3227
H  -1.4381  -1.9363  -0.7269
H  2.3644  1.3833  0.4974
H  -2.1085  -1.4768  0.9274
H  -0.5974  -0.0223  1.7187
H  -1.2793  2.0529  -1.1797

=====

No. 2
A 6-piece molecular cluster, C31H37Cl11F3NS2 overall in a non-equilibrium geometry, computed with ωB97M-V with the def2-TZVPD basis set.

The electronic energy comes out at -7416.2065 Ha. Its multiplicity is 1. As for the HOMO energy: -0.298 Eh.

Cartesian coordinates (Å):
Cl  -6.9080  -0.0465  -1.8552
Cl  3.4588  4.0595  -0.9310
Cl  -0.4778  -4.4127  3.2123
Cl  2.8326  0.8413  -2.6690
Cl  1.1761  -1.7432  4.5030
Cl  7.9070  -1.8348  -2.8783
Cl  -7.7416  3.4389  5.7491
Cl  7.3076  -5.1749  -2.6410
Cl  -5.2660  -2.8079  -0.7866
Cl  -5.3778  1.2448  6.8580
Cl  6.0438  6.2181  -1.4574
S  3.1148  -4.0187  -5.0183
S  0.3375  0.8147  2.1108
F  -4.9289  3.4397  2.1291
F  -3.0071  4.8610  0.5990
F  -4.5415  4.9357  -0.9942
N  0.9515  1.7921  -0.5984
C  4.0089  -3.5616  -3.4857
C  8.9741  -3.1548  -3.4221
C  -2.7206  1.6906  -1.1275
C  0.0560  -2.8246  5.3701
C  -4.8627  3.4546  0.7794
C  1.7228  0.6447  -0.2165
C  3.6220  -2.1617  -3.0124
C  -6.7847  -1.6077  -2.7093
C  -4.6704  1.0338  0.3040
C  -2.2692  0.9813  1.1346
C  -0.4477  1.5953  -0.3522
C  3.2108  -1.5784  0.5156
C  -0.9040  1.1582  0.8865
C  -6.7649  -2.7683  -1.7492
C  -5.1577  2.5518  5.6560
C  -3.1819  1.2428  0.1072
C  8.1957  -4.3360  -3.9396
C  -1.3609  1.8738  -1.3580
C  -2.7115  0.5395  2.4321
C  -5.5308  2.3088  0.0931
C  5.7563  4.6638  -2.2815
C  3.3706  -1.0474  -0.7580
C  -6.0016  3.7599  5.9660
C  0.1447  -4.2444  4.8729
C  -3.1496  0.4030  3.5416
C  -4.1627  4.4020  0.1497
C  4.3504  -1.7351  -1.7073
C  4.2885  4.3810  -2.4720
C  2.6366  0.0876  -1.1123
C  2.3081  -1.0398  1.4247
C  1.5623  0.0648  1.0436
H  3.7754  -2.4485  0.8279
H  9.6005  -2.7503  -4.2155
H  -5.8490  4.1005  6.9871
H  -6.8149  -3.7035  -2.3045
H  -5.3908  2.1480  4.6739
H  2.1553  -1.4477  2.4165
H  7.4772  -4.0363  -4.6992
H  -0.4579  -4.8918  5.5081
H  -4.9831  0.3038  -0.4543
H  3.8269  -4.3300  -2.7362
H  -0.9479  -2.4228  5.2559
H  3.7823  5.2117  -2.9574
H  5.2218  -1.1127  -1.8982
H  -7.6500  -1.6838  -3.3657
H  8.8791  -5.0616  -4.3774
H  2.5402  -2.0926  -2.8746
H  3.8478  -1.4773  -3.8317
H  1.1702  -4.6049  4.8845
H  -6.5154  2.1006  0.5209
H  -3.4165  1.9118  -1.9288
H  5.0611  -3.5481  -3.7691
H  6.2374  3.8818  -1.6993
H  0.3263  -2.7859  6.4242
H  4.6207  -2.6676  -1.2079
H  -4.8382  0.5687  1.2739
H  4.1634  3.4910  -3.0877
H  -5.7397  4.5689  5.2862
H  -5.6359  2.4864  -0.9764
H  9.6117  -3.4347  -2.5875
H  2.2852  -2.9711  -5.1685
H  -4.1040  2.8258  5.6742
H  -7.6053  -2.7287  -1.0606
H  1.2782  2.5567  -0.0082
H  -3.6528  0.3087  4.4753
H  -5.8875  -1.5835  -3.3227
H  6.2449  4.7240  -3.2527
H  -1.0247  2.2106  -2.3302

=====

No. 3
An isolated ion of composition C4H8N3O2 and charge +1 in a non-equilibrium geometry, computed with ωB97M-V with the def2-TZVPD basis set.

The electronic energy comes out at -471.6199 Ha. Its multiplicity is 1. Its charge is +1. The calculation puts the energy above the lowest of the compared OMol25 structures with the same formula, charge and spin at 370.6 kJ/mol. As for the HOMO energy (alpha / beta): -0.473 / -0.473 Eh.

Cartesian coordinates (Å):
O  -0.4859  2.2189  -0.3377
O  -1.5787  1.0574  1.3059
N  1.4942  -2.0551  -0.0338
N  -0.1674  -2.1597  1.5150
N  -0.6501  -1.2670  -0.5085
C  0.2100  -1.7884  0.3513
C  -0.7327  1.0477  0.2151
C  0.2819  2.3643  -1.4868
C  -0.8501  -0.0496  -0.5928
H  2.2730  -1.7310  0.5210
H  -0.1963  1.7648  -2.2127
H  -2.1101  1.8699  1.3186
H  1.3522  1.9693  -1.3003
H  1.7855  -1.7988  -0.9717
H  0.3658  -2.8731  1.9966
H  -1.0341  -2.0059  1.9582
H  0.0429  3.4363  -1.7375

=====

No. 4
A 6-piece molecular cluster, C22H46F4NO5P overall in a non-equilibrium geometry, computed with ωB97M-V with the def2-TZVPD basis set.

The electronic energy comes out at -2037.2714 Ha. Its multiplicity is 1. As for the HOMO energy: -0.313 Eh.

Cartesian coordinates (Å):
P  -0.4800  -0.6951  0.0250
F  0.8180  -0.1076  -2.3756
F  0.7937  2.3862  0.6073
F  2.2093  -0.0056  -0.3966
F  1.6916  2.5736  -1.7049
O  -2.0869  -1.3333  -4.5432
O  -2.6759  -6.1308  3.6380
O  0.0293  -2.2453  3.1508
O  1.2587  5.3456  2.9899
O  5.4644  6.8411  -1.2669
N  -2.7510  0.8832  0.8928
C  -1.9586  -3.7317  -4.6419
C  3.5045  4.5535  2.6617
C  -4.5228  1.9501  -0.8525
C  -3.9735  1.7097  0.6611
C  -3.8720  1.3106  -2.2428
C  -3.3523  -8.4066  4.0143
C  -2.7445  -2.4941  -5.0445
C  1.2354  -4.0959  4.0992
C  -0.1029  -3.5992  3.5758
C  -2.8736  -2.3868  -6.5556
C  -2.2839  -7.4873  3.4444
C  0.8663  0.3143  -0.9420
C  -2.5096  0.4018  -1.8978
C  4.7423  7.2562  -2.4234
C  -1.1830  -3.6894  4.6420
C  3.6717  6.2259  -2.7455
C  2.5804  5.7608  2.6551
C  2.5658  6.4402  1.2950
C  0.6567  1.9381  -0.8079
C  -2.0669  -7.7422  1.9613
C  5.7084  7.4329  -3.5840
C  -2.1074  0.3238  -0.3263
H  1.5738  -3.4900  4.9472
H  -1.3042  -7.0651  1.5620
H  3.5660  6.7854  1.0154
H  -2.1377  -3.3171  4.2551
H  -0.3830  2.3294  -1.2142
H  -1.7491  -8.7738  1.7805
H  -4.3157  -8.2423  3.5189
H  2.9031  6.4755  3.4201
H  5.8870  5.9893  -1.4667
H  -0.3983  -4.1898  2.7017
H  -4.2810  1.4963  -3.3223
H  -4.5597  2.2306  1.5607
H  4.2702  8.2163  -2.1880
H  -0.9303  -3.0691  5.5093
H  -1.8884  -2.3060  -7.0284
H  1.8871  7.2998  1.3015
H  -3.0729  -9.4581  3.8951
H  3.1742  3.8032  1.9347
H  3.0878  6.5240  -3.6218
H  6.2273  6.4942  -3.8085
H  -3.7413  -2.5275  -4.5914
H  -3.3898  -3.2582  -6.9706
H  -5.4805  2.6454  -0.9695
H  1.1709  -5.1404  4.4198
H  4.5329  4.8423  2.4231
H  2.0058  -4.0136  3.3251
H  0.2915  -1.7135  3.9205
H  5.1855  7.7673  -4.4855
H  -0.1960  -0.7293  1.4368
H  -3.5065  -8.2034  5.0795
H  -1.3200  -4.7217  4.9788
H  -1.2009  -1.2954  -4.9402
H  2.2022  5.7567  0.5195
H  -2.4473  -4.6434  -4.9995
H  3.4955  4.0674  3.6432
H  -0.9408  -3.6986  -5.0469
H  -1.3429  -7.6369  3.9851
H  -3.5105  -5.9887  3.1614
H  -3.4308  -1.4850  -6.8311
H  -1.8629  -3.7893  -3.5523
H  6.4805  8.1682  -3.3334
H  4.1183  5.2443  -2.9402
H  -2.9848  -7.5543  1.3930
H  2.9909  6.1000  -1.8967
H  0.9640  4.7108  2.3160
H  -1.8909  -0.1325  -2.7591

=====

No. 5
A 3-piece molecular cluster, C4H13NO3 overall in a non-equilibrium geometry, computed with ωB97M-V with the def2-TZVPD basis set.

The electronic energy comes out at -440.6374 Ha. Its multiplicity is 1. The calculation puts the energy above the lowest of the compared OMol25 structures with the same formula, charge and spin at 204.2 kJ/mol. As for the HOMO energy: -0.358 Eh.

Cartesian coordinates (Å):
O  -2.3590  0.6159  3.0253
O  -3.4564  2.7095  1.7697
O  -0.3581  1.0454  -0.0201
N  1.2361  -0.7506  0.3932
C  0.3343  0.3252  0.7452
C  0.4540  -1.6695  -1.8830
C  1.5521  -1.1708  -0.9745
C  2.2989  -0.1549  -1.8276
H  -0.4428  -1.0745  -1.9324
H  1.8637  -0.9829  1.1711
H  -2.6202  0.8406  3.9291
H  0.1876  -2.7761  -1.6762
H  -2.6115  2.2501  1.9935
H  0.2355  0.4463  1.8367
H  -3.6561  2.6526  0.8215
H  -3.0815  0.9994  2.4212
H  3.3089  0.1962  -1.4424
H  2.3360  -0.5975  -2.8302
H  1.8939  0.8103  -1.8849
H  0.7920  -1.5403  -2.8884
H  2.0929  -2.1744  -0.7467

=====

The following M values (in u) correspond, in order, to the records above: 113.1 934.8 130.1 511.6 123.2.